(1)
ORCA calculation (ωB97M-V/def2-TZVPD) on a molecular structure, C30H26Br18N4O8 in a non-equilibrium geometry.

Results
**Orbital gap**: 9.20 eV
**LUMO energy**: -0.90 eV

The geometry in XYZ format:
```
86
Properties=species:S:1:pos:R:3:lowdin_charge:R:1
Br -8.305 -4.635 -1.824 0.50
Br 1.780 -4.135 -11.041 0.47
Br -1.003 3.377 -15.186 0.50
Br 4.810 3.837 -7.194 0.56
Br 3.047 -3.553 -7.891 0.58
Br -0.176 -3.067 -8.618 0.49
Br 1.693 1.608 -14.209 0.48
Br -0.165 -7.829 1.723 0.50
Br -1.360 -5.553 -0.369 0.47
Br 1.483 -6.987 -1.072 0.48
Br 7.540 4.445 -5.638 0.56
Br -8.967 -1.435 -2.479 0.49
Br 7.675 3.937 -8.747 0.59
Br -0.331 3.014 -11.974 0.51
Br -7.182 -2.255 0.282 0.44
Br 5.571 2.517 1.097 0.53
Br 5.819 5.830 0.763 0.51
Br 2.989 4.186 1.528 0.46
O 1.841 0.501 -3.051 0.05
O -12.154 4.473 4.213 0.05
O -2.071 0.640 5.324 0.05
O -12.441 6.206 5.496 0.09
O 1.018 -0.662 -1.398 0.04
O 9.608 -9.424 2.427 0.07
O 8.148 -8.720 3.849 0.07
O -2.757 1.301 7.275 0.09
N -1.861 1.046 6.487 -0.34
N 8.751 -8.630 2.807 -0.35
N -11.735 5.364 4.981 -0.34
N 0.873 0.150 -2.356 -0.31
C 2.135 0.785 7.783 -0.09
C 0.312 -6.339 0.460 -1.42
C 7.682 -5.234 0.495 -0.06
C 1.739 -3.128 -9.257 -1.49
C -0.756 0.926 -4.104 0.01
C -0.482 0.633 -2.732 -0.13
C -9.403 4.808 4.246 0.02
C 7.479 -6.504 2.556 -0.02
C 9.019 -7.194 0.728 0.00
C -7.556 5.515 5.591 -0.09
C -2.681 1.377 -2.154 -0.04
C 4.727 4.161 0.479 -1.47
C 8.660 -6.089 -0.044 -0.06
C -8.407 6.124 6.467 -0.09
C -1.467 0.787 -1.739 0.00
C -8.017 4.864 4.481 -0.07
C 1.836 0.219 6.569 -0.05
C 7.182 -5.400 1.825 -0.08
C 0.437 3.158 -13.800 -1.46
C -2.966 1.565 -3.556 -0.08
C 6.727 3.552 -7.137 -1.67
C 8.364 -7.438 1.961 -0.10
C -0.487 0.992 6.841 -0.16
C -7.648 -2.742 -1.687 -1.40
C 0.499 0.370 6.133 -0.01
C 1.205 1.480 8.554 -0.06
C -0.102 1.582 8.093 0.01
C -9.722 6.071 6.273 -0.02
C -10.275 5.450 5.142 -0.12
C -2.043 1.270 -4.496 -0.10
H 3.178 0.831 8.061 0.11
H -7.897 6.660 7.254 0.12
H 2.543 -0.206 5.872 0.11
H 9.090 -5.914 -1.019 0.10
H 0.034 0.848 -4.836 0.11
H -6.706 -2.619 -2.221 -0.04
H -6.480 5.600 5.631 0.11
H 4.446 4.092 -0.572 -0.02
H 6.459 -4.661 2.137 0.10
H 6.865 2.486 -6.958 -0.03
H 9.735 -7.939 0.413 0.11
H 0.756 -5.523 1.029 -0.03
H -10.426 6.522 6.957 0.12
H 1.081 4.035 -13.854 -0.03
H 1.412 1.938 9.510 0.11
H 0.272 -0.154 5.216 0.12
H -2.370 1.441 -5.511 0.11
H 2.028 -2.161 -9.669 -0.05
H -7.292 4.288 3.925 0.11
H 7.230 -4.450 -0.094 0.10
H -0.818 2.184 8.632 0.11
H 7.030 -6.676 3.522 0.12
H -9.671 4.273 3.347 0.12
H -3.975 1.840 -3.826 0.10
H -1.197 0.589 -0.712 0.11
H -3.456 1.511 -1.414 0.10
```

***

(2)
ORCA calculation (ωB97M-V/def2-TZVPD) on a molecular structure, C33H32BrF5N5O2SeTa in a non-equilibrium geometry.

Results
**Energy relative to the best compared isomer or geometry (same formula, charge and spin)**: 0.00 kcal/mol
**Net charge**: +2
**Orbital gap**: 6.55 eV
**LUMO energy**: -7.47 eV

The geometry in XYZ format:
```
80
Properties=species:S:1:pos:R:3:lowdin_charge:R:1
Ta -1.337 -2.299 0.950 1.35
Br -0.710 -4.568 1.638 0.35
Se -1.270 -0.408 -0.882 0.91
F -3.457 -4.083 0.107 -0.03
F -2.380 -2.666 -2.822 0.17
F -2.680 -4.692 -2.159 0.22
F -3.941 -2.144 -0.823 0.05
F -0.917 -3.608 -1.505 0.01
O 0.490 1.621 6.843 0.22
O 0.359 2.344 4.604 0.15
N 1.093 1.122 -0.261 0.02
N 1.338 -0.187 -1.997 0.01
N 0.897 -2.121 0.833 -0.11
N -3.235 -1.815 2.108 0.00
N -0.844 -1.020 2.438 -0.11
C -1.779 -0.273 3.164 -0.20
C -4.260 -0.060 3.385 0.03
C 0.463 2.010 0.741 -0.12
C 0.310 1.550 5.683 -0.44
C 0.149 -0.500 -4.209 -0.18
C -0.057 0.834 4.473 -0.21
C 1.670 -2.771 -0.061 -0.13
C 3.037 -2.801 0.051 0.00
C 0.905 0.037 3.719 0.09
C 2.839 -1.514 2.060 0.04
C -1.454 0.616 4.103 0.11
C 4.833 1.069 -1.959 -0.04
C -0.462 3.655 -0.998 -0.23
C 1.465 -1.500 1.881 -0.21
C 3.787 0.320 -2.455 0.01
C 0.495 0.218 -1.044 -0.57
C -2.917 -2.964 -0.497 -0.57
C 0.845 1.977 -4.372 -0.09
C 0.778 0.610 -5.054 -0.23
C 4.678 1.902 -0.833 -0.04
C 2.417 1.256 -0.685 -0.14
C 3.470 2.016 -0.179 0.01
C -4.462 -2.391 1.997 -0.07
C -3.148 -0.690 2.868 -0.19
C 3.631 -2.164 1.136 0.01
C 0.516 -0.798 2.759 -0.20
C 1.036 -1.098 -3.126 -0.12
C -5.505 -0.632 3.213 0.02
C -5.595 -1.841 2.546 0.01
C 2.573 0.426 -1.779 -0.16
C -1.949 3.396 -0.776 -0.09
C -2.260 -3.499 -1.808 -0.61
C 0.383 3.453 0.256 -0.16
H 3.351 2.667 0.677 0.12
H -6.387 -0.154 3.619 0.14
H 0.178 0.711 -5.959 0.12
H 1.163 2.745 -5.077 0.09
H 3.624 -3.337 -0.682 0.13
H -2.173 2.341 -0.607 0.01
H -2.217 1.151 4.648 0.14
H -0.036 4.034 1.081 0.13
H 1.058 1.940 1.649 0.12
H 1.773 0.298 -5.388 0.11
H 1.548 2.007 -3.538 0.05
H 3.912 -0.306 -3.328 0.12
H -4.156 0.863 3.937 0.13
H -0.525 1.603 0.952 0.09
H 5.795 1.024 -2.451 0.12
H 1.393 3.833 0.093 0.11
H -6.537 -2.356 2.429 0.13
H 4.706 -2.188 1.265 0.13
H -2.536 3.712 -1.639 0.08
H -0.787 -0.145 -3.770 0.09
H 1.955 0.175 3.935 0.14
H -0.118 -1.343 -4.852 0.13
H 2.003 -1.373 -3.545 0.13
H -0.078 3.027 -1.810 0.08
H -0.323 4.683 -1.335 0.12
H -2.315 3.955 0.089 0.08
H 0.585 -1.997 -2.716 0.09
H 3.287 -1.039 2.920 0.13
H -4.521 -3.316 1.467 0.11
H -0.141 2.269 -3.999 0.07
H 5.526 2.475 -0.483 0.12
H 1.159 -3.287 -0.858 0.10
```

***

(3)
ORCA calculation (ωB97M-V/def2-TZVPD) on 2 unconnected molecules or ions with the total composition C5H6N2S in a non-equilibrium geometry.

Results
**Energy relative to the best compared isomer or geometry (same formula, charge and spin)**: 103.56 kcal/mol
**Orbital gap**: 9.37 eV
**LUMO energy**: -0.30 eV
**SMILES**: [H]/N=C(\C#N)CS.C#C

The geometry in XYZ format:
```
14
Properties=species:S:1:pos:R:3:nbo_charge:R:1
S -2.147 0.090 -2.909 -0.03
N -1.776 -2.044 0.745 -0.26
N -0.499 1.104 0.176 -0.50
C -0.810 0.023 -0.456 0.15
C -0.542 -0.072 -1.910 -0.54
C -1.366 -1.156 0.185 0.19
C 0.198 0.249 3.016 -0.28
C 1.339 0.563 3.075 -0.19
H -0.268 -1.089 -2.201 0.25
H -0.621 0.929 1.142 0.35
H -0.879 0.043 3.073 0.25
H -2.777 -0.313 -1.784 0.12
H 0.148 0.852 -2.054 0.27
H 2.187 1.087 2.953 0.22
```

***

(4)
ORCA calculation (ωB97M-V/def2-TZVPD) on C7H8O in the gas phase in a non-equilibrium geometry.

Results
**Energy relative to the best compared isomer or geometry (same formula, charge and spin)**: 139.39 kcal/mol
**Orbital gap**: 10.28 eV
**LUMO energy**: 0.90 eV
**SMILES**: C#C[C@@H]1[C@H](O)[C@@H]1C=C

The geometry in XYZ format:
```
16
Properties=species:S:1:pos:R:3:nbo_charge:R:1
O 0.103 0.099 1.668 -0.71
C 2.388 -1.345 0.031 -0.27
C 0.164 1.175 0.633 0.09
C 2.038 -0.221 -0.377 -0.01
C 1.145 0.976 -0.492 -0.34
C -2.242 -0.775 0.197 -0.41
C -1.326 -0.475 -0.841 -0.23
C -0.425 0.815 -0.663 -0.28
H -2.751 -1.807 -0.119 0.23
H -0.668 1.859 -1.038 0.24
H 0.277 -0.699 1.130 0.48
H 2.997 -2.130 0.496 0.25
H -2.220 -0.168 1.159 0.25
H 0.093 2.112 1.185 0.21
H -1.189 -1.237 -1.757 0.23
H 1.616 1.821 -1.212 0.26
```

***

(5)
ORCA calculation (ωB97M-V/def2-TZVPD) on a molecular structure, C48H43I3LaN4O3P in a non-equilibrium geometry.

Results
**Energy relative to the best compared isomer or geometry (same formula, charge and spin)**: 0.00 kcal/mol
**Orbital gap**: 6.46 eV
**LUMO energy**: -0.25 eV

The geometry in XYZ format:
```
103
Properties=species:S:1:pos:R:3:lowdin_charge:R:1
La -0.901 -0.941 1.245 1.91
I -5.018 -0.908 3.579 0.86
I -7.739 -2.410 -1.595 0.88
I -1.045 -0.756 4.788 1.02
P -0.409 2.599 -1.240 1.13
O -3.052 0.156 1.373 -0.37
O 3.517 -5.253 3.732 -0.08
O -1.070 -3.213 1.714 -0.31
N -1.671 -0.557 -1.270 -0.17
N 0.532 -1.957 -0.880 0.03
N 1.172 -1.864 2.886 -0.01
N 0.348 -6.245 0.531 0.12
C -1.819 4.740 -4.497 -0.06
C -6.068 -1.743 -0.597 -0.78
C 0.166 -3.629 -2.558 0.00
C 2.033 -5.198 1.829 -0.17
C -2.103 5.293 -2.047 -0.03
C 3.802 0.724 -1.185 -0.12
C -0.213 -2.469 -1.829 -0.27
C 2.262 -3.553 -1.388 -0.05
C -0.878 5.015 1.939 -0.11
C -1.513 4.413 -3.168 -0.23
C -1.064 4.069 0.961 -0.14
C -6.049 -1.793 0.786 -0.23
C 0.851 1.084 1.166 -0.25
C -4.060 -0.488 -0.653 -0.16
C -0.773 2.770 -5.268 -0.09
C 1.403 -4.169 -2.277 -0.06
C -1.941 -5.467 0.321 -0.01
C 1.243 1.920 -1.269 -0.35
C -1.424 3.954 -5.532 -0.11
C 3.176 -0.671 3.788 -0.02
C 2.823 1.015 5.533 -0.07
C 1.500 0.642 5.585 -0.15
C -4.049 -0.404 0.758 -0.49
C 0.974 -0.321 4.740 -0.65
C -5.105 -1.098 -1.307 -0.15
C 3.429 -5.235 2.283 -0.20
C 3.645 0.310 4.653 -0.08
C -1.489 -1.706 -2.173 -0.13
C 1.788 -0.947 3.794 -0.34
C 1.670 1.281 -0.029 -0.31
C 2.091 1.928 -2.384 -0.12
C 0.105 5.973 1.860 -0.08
C -0.534 -5.310 0.848 -0.26
C -0.492 2.393 -3.961 -0.14
C 1.800 -2.438 -0.693 -0.09
C -2.950 0.149 -1.456 -0.17
C -0.218 4.086 -0.136 -0.32
C 0.926 5.975 0.727 -0.07
C 1.582 -6.254 1.048 -0.10
C 0.813 5.054 -0.283 -0.26
C -0.778 3.237 -2.907 -0.34
C 1.719 5.097 -1.514 -0.03
C 1.598 -3.031 2.820 -0.09
C 3.344 1.280 -2.369 -0.11
C 3.034 0.776 -0.022 -0.07
C -0.188 -4.165 1.541 -0.35
C -5.098 -1.081 1.462 -0.59
C 1.126 -4.134 1.989 -0.08
H -0.390 2.180 -6.113 0.11
H 2.657 4.556 -1.285 0.09
H -2.207 -6.435 -0.092 0.07
H -5.213 -0.958 -2.372 0.10
H -0.012 1.424 -3.890 0.10
H 3.235 1.771 6.147 0.10
H -2.659 -5.205 1.060 0.06
H 3.942 -6.113 1.944 0.11
H -2.262 5.684 -4.746 0.11
H 2.379 -1.964 0.102 0.11
H 1.757 -5.014 -2.788 0.10
H -1.727 4.138 -6.579 0.12
H -2.548 4.740 -1.207 0.08
H -0.885 0.094 -1.403 0.05
H -1.494 -1.398 -3.215 0.12
H -2.878 5.848 -2.587 0.07
H 4.753 0.355 4.722 0.12
H 2.371 -3.411 3.443 0.12
H -2.354 -2.432 -2.025 0.15
H -1.525 5.006 2.817 0.11
H -2.755 1.199 -1.129 0.09
H 3.905 -1.142 3.179 0.10
H 0.811 1.056 6.269 0.08
H -2.200 -4.758 -0.538 0.09
H 4.416 -5.389 4.103 0.11
H 0.072 1.785 1.226 -0.04
H 3.900 1.233 -3.297 0.09
H 3.413 0.465 0.942 0.09
H 1.743 2.501 -3.260 0.09
H 2.240 -7.119 0.879 0.12
H -3.167 0.099 -2.516 0.11
H 1.418 1.038 2.116 0.04
H 4.822 0.430 -1.045 0.09
H 0.286 6.616 2.760 0.12
H -6.887 -2.187 1.309 0.08
H 1.953 6.146 -1.696 0.07
H -1.840 3.339 1.099 0.10
H 1.198 4.654 -2.399 0.07
H 1.684 6.831 0.577 0.14
H -0.481 -3.987 -3.385 0.13
H -1.425 6.031 -1.648 0.07
H 3.275 -3.907 -1.169 0.12
H 3.919 -4.325 1.900 0.13
```

***

(6)
ORCA calculation (ωB97M-V/def2-TZVPD) on 12 unconnected molecules or ions with the total composition H24O12 in a non-equilibrium geometry.

Results
**Energy relative to the best compared isomer or geometry (same formula, charge and spin)**: 33.90 kcal/mol
**Net charge**: +1
**Expectation value of S²**: 0.756
**Orbital gap (spin up / spin down)**: 10.62 / 2.47 eV
**LUMO energy (spin up / spin down)**: -3.08 / -10.89 eV
**Spin multiplicity**: 2

The geometry in XYZ format:
```
36
Properties=species:S:1:pos:R:3:mulliken_spin:R:1
O 4.062 12.235 -20.072 0.00
O 4.476 9.561 -19.645 0.03
O 6.944 12.257 -20.765 0.14
O 5.330 11.068 -25.899 0.00
O 7.094 11.525 -23.316 0.03
O 3.414 9.880 -24.439 0.11
O 1.787 12.984 -25.660 0.06
O 6.292 14.772 -22.254 0.10
O 3.951 14.813 -25.081 0.52
O 1.154 11.439 -23.647 0.00
O 4.348 12.633 -23.083 0.08
O 1.493 11.666 -20.942 0.00
H 3.989 10.139 -25.159 0.00
H 7.546 12.169 -23.862 0.00
H 4.631 14.498 -24.485 -0.01
H 1.039 13.561 -25.818 0.00
H 5.491 14.254 -22.331 -0.01
H 6.976 12.272 -21.722 -0.01
H 3.446 14.031 -25.304 -0.01
H 6.276 11.349 -23.781 0.00
H 6.021 15.566 -21.793 0.00
H 5.481 10.463 -26.625 0.00
H 1.182 10.944 -20.396 0.00
H 3.611 12.921 -19.580 0.00
H 3.801 12.067 -23.629 0.00
H 2.204 12.060 -20.436 0.00
H 4.967 12.540 -20.135 0.00
H 7.839 12.046 -20.498 0.00
H 4.557 10.460 -19.966 0.00
H 0.211 11.330 -23.764 0.00
H 1.536 12.472 -24.891 0.00
H 4.213 12.310 -22.192 0.00
H 2.785 10.597 -24.365 -0.01
H 1.284 11.410 -22.699 0.00
H 5.837 11.848 -26.128 0.00
H 3.535 9.387 -19.653 0.00
```